Here is a 19-piece molecular cluster, C94H138BO36PS8 overall at a distorted geometry from the OMol25 dataset. Energies are from ωB97M-V with the def2-TZVPD basis set.

Output
- Kohn-Sham gap: 8.44 eV

Each line ends with the Mulliken charge.
Cartesian coordinates (Å):
C 20.96502 28.37264 -12.51738  -0.270
C 20.58174 27.10440 -13.23757  -0.223
C 21.04097 25.83951 -12.51222  1.076
C 20.38105 25.68133 -11.08026  -0.985
P 20.56605 23.94387 -10.45528  0.225
C 19.60886 24.07205 -8.88290  -1.109
C 19.29235 22.70988 -8.16418  -0.408
C 18.03962 22.05083 -8.75268  2.351
C 17.68822 20.73935 -7.98290  -1.537
C 20.09248 22.70401 -11.67941  0.846
C 18.69104 22.84513 -12.25834  0.757
C 18.24930 21.51122 -12.83979  1.228
C 17.03010 21.69882 -13.67747  -0.984
C 22.40220 23.91877 -9.96001  0.310
C 22.89479 22.40492 -9.82597  0.787
C 24.28236 22.38746 -9.13113  0.170
C 24.91789 20.99167 -9.15803  -0.445
H 20.53566 28.42825 -11.51705  0.114
H 20.55735 29.19021 -13.11193  0.586
H 22.05191 28.41266 -12.44541  -0.458
H 21.04750 27.06421 -14.22223  0.514
H 19.50693 26.92322 -13.24563  -0.230
H 22.13045 25.84111 -12.47853  -1.166
H 20.93368 24.99500 -13.19295  -0.400
H 19.29697 25.72496 -11.18502  0.687
H 20.72027 26.40513 -10.33922  0.599
H 18.62981 24.53615 -9.00188  0.130
H 20.00911 24.74409 -8.12378  0.877
H 19.10346 22.93589 -7.11474  0.732
H 20.20641 22.11997 -8.09643  -0.477
H 18.32525 21.62723 -9.71553  -1.086
H 17.24539 22.79067 -8.85230  -0.598
H 17.41982 20.95531 -6.94877  0.719
H 18.50236 20.01599 -8.02800  -0.005
H 16.72799 20.37468 -8.34771  0.375
H 20.18180 21.76398 -11.13492  -0.340
H 20.88560 22.86159 -12.41033  0.033
H 18.81845 23.54309 -13.08582  0.431
H 17.91858 23.28470 -11.62732  -0.452
H 17.93261 20.76342 -12.11274  -0.356
H 19.03107 20.97292 -13.37567  -0.214
H 16.62965 20.72646 -13.96426  0.314
H 17.15347 22.14772 -14.66305  -0.282
H 16.29151 22.19979 -13.05168  0.010
H 22.53311 24.49590 -9.04465  0.275
H 22.94997 24.43080 -10.75113  0.072
H 23.02944 21.96399 -10.81367  -0.078
H 22.39646 21.70282 -9.15752  -0.778
H 24.21046 22.50791 -8.05020  -0.343
H 24.83976 23.29343 -9.36910  0.053
H 25.19003 20.77350 -10.19072  0.057
H 24.26282 20.21723 -8.75899  -0.130
H 25.82808 20.99852 -8.55836  0.167
O 17.83978 15.39061 -14.13564  -0.676
C 18.62998 15.70380 -13.23960  0.658
O 19.18893 16.93241 -13.04919  0.309
B 19.99111 16.93479 -11.84349  0.792
O 20.01795 15.55784 -11.38480  -0.866
C 19.29296 14.84009 -12.18010  0.233
O 19.04429 13.64683 -12.16585  -0.641
O 19.51327 17.90587 -10.78928  -0.633
C 20.46584 18.75372 -10.50844  0.135
O 20.46127 19.65756 -9.71983  -0.199
C 21.66194 18.43973 -11.35927  0.367
O 21.39606 17.39121 -12.06955  -0.486
O 22.71151 19.02336 -11.32797  0.010
C 17.13629 27.88259 -8.60575  0.744
C 16.40287 28.23916 -7.31385  -0.340
O 17.30570 28.02545 -6.34704  -0.458
S 18.30354 26.78530 -6.65644  1.187
O 17.53497 25.54522 -6.34477  -0.559
O 19.60999 27.00050 -6.02310  -0.607
O 18.25569 27.06601 -8.27336  -0.113
H 17.57336 28.74415 -9.11050  -0.147
H 16.55141 27.24833 -9.27188  -0.253
H 15.54514 27.57167 -7.23099  0.240
H 15.97545 29.23915 -7.38750  0.371
C 19.40542 23.41420 -16.89313  0.277
C 20.12829 24.57415 -17.53365  -0.325
O 19.12006 25.49084 -17.78523  -0.500
S 18.00552 25.43312 -16.53012  0.969
O 16.63792 25.35437 -16.97465  -0.599
O 18.34049 26.45726 -15.59697  -0.306
O 18.48131 23.94039 -16.02424  -0.071
H 20.09158 22.78236 -16.32917  -0.247
H 19.01225 22.71838 -17.63432  0.075
H 20.45991 24.35358 -18.54828  0.422
H 20.93038 24.90093 -16.87186  0.223
C 14.79700 23.79670 -7.59861  -0.413
C 14.24852 22.69259 -8.47735  -0.552
O 14.84374 22.88802 -9.76883  0.128
S 15.00967 24.51744 -10.04159  0.093
O 13.78193 25.02779 -10.65414  -0.549
O 16.31902 24.77756 -10.58738  -0.047
O 15.10570 24.90322 -8.45593  -0.191
H 15.63356 23.49299 -6.96932  0.178
H 13.97590 24.05612 -6.93032  0.403
H 13.17569 22.75192 -8.66070  0.464
H 14.44700 21.67284 -8.14747  0.270
C 24.07291 31.85297 -14.00754  -0.254
C 24.61302 30.47342 -13.57785  -0.317
O 24.07342 30.07708 -12.37214  -0.091
S 23.44980 31.44228 -11.59293  0.978
O 23.94360 31.58424 -10.25067  -0.547
O 22.02839 31.29649 -11.79062  -0.444
O 24.12093 32.40869 -12.79232  -0.405
H 23.01249 31.92263 -14.24993  0.270
H 24.66505 32.52619 -14.62741  0.251
H 25.68354 30.27984 -13.50984  0.290
H 24.31710 29.72539 -14.31336  0.255
O 13.88565 27.04186 -15.25720  -0.594
S 13.40813 26.00704 -14.34919  1.123
O 12.79701 26.38919 -13.09560  -0.574
O 12.41164 25.00320 -15.19625  -0.293
C 11.86061 23.79931 -14.58501  0.015
C 10.85723 23.18829 -15.56541  -1.291
C 14.81574 24.82987 -13.94573  -1.032
H 11.48723 23.99170 -13.57920  0.341
H 12.62956 23.03830 -14.45202  0.173
H 11.48800 22.69171 -16.30273  0.323
H 10.28901 23.87792 -16.18962  0.339
H 10.21383 22.44309 -15.09763  0.343
H 14.97186 24.20857 -14.82760  0.622
H 14.51566 24.14382 -13.15365  0.261
H 15.69432 25.39999 -13.64380  0.187
O 24.80616 22.35557 -14.20000  -0.630
S 23.79458 23.35080 -14.41592  0.697
O 22.42245 22.92411 -14.38833  -0.183
O 23.94275 24.52505 -13.20336  0.009
C 25.23210 25.06817 -12.80286  0.209
C 25.16289 26.57327 -12.94649  -0.753
C 24.33834 24.29264 -15.95170  -1.083
H 26.05892 24.58086 -13.31958  0.810
H 25.36326 25.02407 -11.72168  -0.844
H 24.19068 26.93510 -12.61184  -0.289
H 25.18643 26.67992 -14.03101  0.442
H 25.95343 27.13681 -12.45095  0.475
H 23.54324 24.93034 -16.33803  0.226
H 24.45547 23.56648 -16.75612  0.509
H 25.29862 24.69674 -15.63128  0.387
O 25.97595 18.14603 -15.82047  -0.629
S 25.87267 17.59562 -14.50549  1.250
O 26.18969 16.19004 -14.16674  -0.651
O 26.72784 18.55831 -13.44122  -0.368
C 26.76336 18.19282 -12.06570  0.323
C 27.34579 19.30477 -11.14954  -0.874
C 24.21716 17.86533 -13.81195  -0.557
H 27.31735 17.25531 -12.01811  0.354
H 25.78197 17.83546 -11.75382  -0.152
H 28.35749 19.58770 -11.44026  0.565
H 27.26914 18.99624 -10.10693  0.221
H 26.72769 20.19533 -11.26344  -0.088
H 24.09256 17.16028 -12.99007  0.136
H 23.39281 17.75254 -14.51611  0.309
H 24.25139 18.88797 -13.43627  0.235
O 13.52180 19.93501 -9.74751  -0.639
S 14.15467 19.04906 -10.68278  1.045
O 15.04598 19.63339 -11.63090  -0.479
O 15.00168 17.96035 -9.79984  -0.450
C 16.44434 17.82448 -9.99205  1.487
C 16.91362 16.64334 -9.12164  -1.882
C 12.96308 17.86533 -11.48920  -1.087
H 16.94116 18.75184 -9.70696  -0.587
H 16.77868 17.58053 -11.00042  0.156
H 17.91578 16.65713 -8.69316  0.213
H 16.72499 15.69605 -9.62678  0.397
H 16.30219 16.55523 -8.22360  0.585
H 12.32690 17.58279 -10.65043  0.388
H 13.61378 17.12141 -11.94886  0.327
H 12.45595 18.38249 -12.30373  0.374
C 24.91377 21.97101 -3.66317  -0.530
C 25.19572 20.65836 -3.38538  -0.537
C 26.07215 19.97560 -4.23320  -0.520
C 26.68571 20.54459 -5.34784  -0.425
C 26.32473 21.86268 -5.61660  0.711
C 25.32265 22.52651 -4.88495  -0.553
H 24.32750 22.54774 -2.96312  0.383
H 24.70935 20.22647 -2.52322  0.442
H 26.37241 18.95524 -4.04583  0.380
H 27.42180 19.99571 -5.91643  0.506
H 26.83695 22.36116 -6.42627  -0.233
H 24.95460 23.49745 -5.18195  0.386
C 24.29978 15.52453 -10.12970  -0.430
C 24.96258 14.33256 -10.35451  -0.613
C 26.22631 14.09872 -9.80288  -0.413
C 26.84211 15.10005 -8.98696  -0.634
C 26.15897 16.23321 -8.79888  -0.477
C 24.92782 16.53496 -9.43192  -0.237
H 23.32134 15.72982 -10.53825  0.792
H 24.48335 13.61796 -11.00726  0.411
H 26.65075 13.15025 -10.09725  0.347
H 27.83814 15.03412 -8.57467  0.384
H 26.59319 16.96095 -8.12936  0.495
H 24.46595 17.45086 -9.09399  0.336
C 20.18700 19.75022 -5.84961  -0.071
C 21.18585 18.87326 -6.35176  -0.195
C 22.47327 19.28704 -6.43227  -0.842
C 22.88312 20.62974 -6.01431  0.231
C 21.89910 21.58741 -5.67983  -0.865
C 20.54882 21.04347 -5.51935  -0.706
H 19.14724 19.46104 -5.89053  0.334
H 20.80444 17.98323 -6.83007  0.150
H 23.13843 18.55074 -6.85868  0.497
H 23.90642 20.95992 -6.11548  0.619
H 22.03891 22.63786 -5.47150  0.608
H 19.72478 21.68832 -5.25190  0.308
C 21.42919 20.04603 -15.70893  0.391
C 20.48949 19.10022 -15.38358  0.423
C 20.29017 17.93821 -16.10154  -0.643
C 21.20229 17.63083 -17.12731  -1.001
C 22.16562 18.55767 -17.47689  -0.659
C 22.24090 19.77194 -16.81829  -0.713
H 21.58733 20.88477 -15.04719  0.349
H 19.83713 19.22267 -14.53163  0.105
H 19.53747 17.19877 -15.87117  0.566
H 21.06427 16.68873 -17.63702  0.435
H 22.96644 18.31404 -18.15935  0.404
H 23.14168 20.34213 -16.99112  0.384
C 24.24715 26.09812 -7.54834  -0.627
C 23.16798 26.81188 -7.04201  -0.699
C 22.46740 27.64689 -7.88653  -0.729
C 23.01636 27.97581 -9.12438  -0.067
C 24.26943 27.41054 -9.54520  -0.273
C 24.82100 26.49882 -8.73539  -0.125
H 24.80764 25.37904 -6.96940  0.509
H 22.85994 26.64025 -6.02120  0.424
H 21.61132 28.14905 -7.46066  0.540
H 22.39002 28.64555 -9.69494  0.383
H 24.76769 27.60874 -10.48267  0.662
H 25.70428 25.93713 -9.00130  -0.060
C 16.75807 18.51520 -16.53809  -0.090
C 16.59830 17.32597 -17.26239  -0.722
C 16.52085 17.40773 -18.66158  -0.443
C 16.69123 18.65205 -19.34748  -0.682
C 16.92283 19.81537 -18.52115  -0.424
C 16.88951 19.72870 -17.16060  0.058
H 16.83111 18.46310 -15.46183  0.453
H 16.33538 16.38401 -16.80414  0.465
H 16.28889 16.56481 -19.29568  0.384
H 16.68804 18.69448 -20.42664  0.401
H 17.15693 20.78169 -18.94284  0.382
H 17.12740 20.65979 -16.66776  0.235
C 28.62514 23.55365 -7.40554  -0.602
C 28.36489 24.85204 -7.81218  -0.312
C 28.18407 25.18730 -9.16042  -0.533
C 28.14627 24.16803 -10.10156  -0.504
C 28.19557 22.83802 -9.71432  -0.378
C 28.50945 22.52440 -8.36144  -0.236
H 28.76762 23.41383 -6.34415  0.523
H 28.57804 25.52122 -6.99172  0.436
H 27.97978 26.19180 -9.50048  0.510
H 27.87636 24.47881 -11.10004  0.435
H 28.04957 22.01560 -10.39894  0.329
H 28.55869 21.47803 -8.09859  0.458
C 15.81302 17.61938 -4.58086  -0.987
C 16.77077 17.75499 -5.56441  0.419
C 17.96258 17.08217 -5.49883  0.263
C 18.22684 16.29647 -4.40589  -0.576
C 17.28172 16.05080 -3.41702  -0.647
C 16.08737 16.75117 -3.50839  -0.288
H 14.81245 18.02557 -4.56438  0.412
H 16.75290 18.40582 -6.42609  0.283
H 18.61963 17.11970 -6.35515  0.061
H 19.09369 15.65932 -4.31101  0.350
H 17.52038 15.26818 -2.71207  0.398
H 15.41755 16.59164 -2.67634  0.341
C 15.73277 29.32047 -11.47780  -0.912
C 16.81414 30.16921 -11.41298  -0.452
C 17.78092 30.11348 -12.44476  -0.641
C 17.59638 29.17726 -13.48784  -0.317
C 16.50113 28.29759 -13.56318  -0.067
C 15.60212 28.41065 -12.47175  -0.037
H 15.03148 29.24240 -10.66019  0.471
H 17.06982 30.71223 -10.51512  0.539
H 18.66310 30.69147 -12.21217  0.428
H 18.42502 29.06782 -14.17179  0.483
H 16.36238 27.47238 -14.24596  0.395
H 14.76123 27.74497 -12.34459  0.172